Below is a cluster of 22 separate species, C39H122O39 in total, with properties calculated with ωB97M-V/def2-TZVPD.

The total energy comes out at -122258.586 eV. The total charge is 0. The value obtained for the lowest unoccupied orbital energy is -0.4 eV. The calculation puts the HOMO energy at -9.10 eV. As for the largest force on an atom: 4.58 eV/Å. Its spin multiplicity is 1. The HOMO-LUMO gap is 8.71 eV. Its molar mass is 1215.4 g/mol.

Positions of all 200 atoms, in Å:
O -3.468 3.836 4.974
C 3.017 -3.229 -1.167
C 0.401 0.001 0.342
O 5.524 3.286 2.239
H -1.142 5.216 2.122
H 2.383 0.887 -5.867
H 4.935 4.716 4.635
H 5.609 -6.012 1.561
H -1.419 -0.665 -0.668
H -2.220 -3.723 2.313
H -1.575 -3.382 5.436
H 0.083 -1.957 4.853
H 5.532 5.925 0.166
H 0.411 1.200 -1.661
H 1.675 1.965 -2.919
O -1.963 1.892 2.174
H -0.464 0.412 -6.355
H 4.006 -4.750 -0.795
H -0.591 -5.909 -1.598
H 3.536 -1.131 6.068
C -4.494 -0.502 6.236
H 2.303 -0.674 -6.879
H -3.555 3.108 5.593
H -4.353 2.646 3.463
C 6.050 0.674 -0.266
C 2.959 -0.805 -6.018
H -2.794 1.398 -8.268
O 2.822 0.314 -5.234
H -5.868 2.218 -3.814
H -2.411 -3.156 -2.793
C 4.577 5.566 -0.220
H 5.608 -1.062 3.912
O 4.212 4.248 0.046
O -0.673 3.749 0.733
O -1.680 -6.794 -0.126
O 4.629 -0.329 -7.681
H -4.067 -2.930 -4.201
H 5.005 2.156 3.949
H 6.679 1.767 1.178
H 2.372 3.312 -0.517
H -2.063 3.311 -2.139
O -0.893 2.060 -8.130
C -4.377 -1.350 2.461
O -3.272 -2.568 -4.598
H 5.128 0.461 -7.461
H -4.038 -0.428 2.933
C 4.127 4.242 4.077
H -7.479 1.548 0.990
H -1.693 -7.662 -0.537
C 4.644 -1.196 3.421
O -0.233 0.537 -1.920
H 2.943 1.624 -1.751
H -2.300 2.153 -6.730
H 7.863 2.943 -1.320
C -2.018 1.437 -7.503
H -5.915 -2.569 2.333
C -1.470 0.215 -6.725
H -0.040 -4.604 1.087
H -5.532 -0.357 -4.839
H -4.378 0.745 -4.250
C -4.251 -1.333 0.983
H 3.706 -2.876 -0.399
H 1.744 0.857 4.709
H -3.413 -0.693 0.708
H -5.504 1.509 -0.222
H -6.848 2.804 1.920
H 0.386 5.393 1.105
H 4.006 -3.203 3.991
H 2.976 3.039 -4.036
H 4.938 3.456 -1.872
O -4.666 3.755 -2.310
H 2.676 -3.140 -3.266
H 4.031 5.218 2.514
H -0.637 -1.546 2.824
H -2.373 -1.598 -3.098
H 5.593 -0.932 1.735
H -2.963 -6.992 -2.714
O -5.529 2.088 0.543
O -5.207 0.744 -1.713
H 4.168 -0.218 3.346
H -1.115 5.778 0.434
H -5.085 -3.139 0.676
C -2.763 -5.988 -2.338
H -1.219 -3.051 8.215
H -8.410 3.888 0.262
H -2.103 0.072 -5.848
O 2.864 0.437 6.409
O 3.944 -1.916 5.695
H -3.455 4.616 -3.858
H -3.681 -2.040 2.939
O -1.112 -2.244 3.281
C 1.841 1.068 5.774
C 2.315 2.415 -2.160
H 0.965 0.899 6.400
H -3.604 4.141 2.992
H 4.832 3.882 0.682
O 0.175 -4.695 3.026
O 6.922 2.769 -1.241
O -3.964 -5.432 -1.790
C -5.554 -0.230 -2.662
H 5.135 1.265 -0.211
H 5.751 -4.816 2.869
O 5.281 -4.046 1.063
H -0.645 0.462 1.881
H -1.323 3.122 3.917
H -2.379 -5.345 -3.129
H 2.529 -1.693 -5.554
O 4.863 -1.454 2.076
O -4.280 -2.657 0.470
O 1.641 3.016 -1.064
O 0.557 -2.611 5.371
H -1.674 -4.929 -0.645
O -3.571 0.368 5.723
C 5.148 -5.137 2.019
H 2.962 4.310 -2.925
H -6.531 -0.621 -2.378
H 2.016 -2.970 -0.822
C -3.834 3.684 -3.438
H -4.932 -1.116 -2.530
C 3.356 -2.643 -2.575
H -7.073 4.300 -0.601
H -4.320 3.183 -4.276
C -0.833 -3.380 7.250
O -0.504 -4.107 -4.287
C -1.335 -3.093 2.227
C -6.854 2.436 0.894
H 1.157 -0.725 0.044
H -1.921 3.049 -3.919
H 5.241 -0.841 -5.926
H 5.738 -0.358 -0.431
O -5.656 -1.769 2.796
C -0.858 -2.731 -4.183
O 3.470 5.213 3.293
H -5.040 -0.762 0.494
H -5.410 0.060 6.417
H 2.809 -1.862 3.837
H -1.777 2.634 1.595
H -3.752 -5.072 -0.926
O -0.111 -0.288 1.610
H -1.581 -2.491 1.352
H -0.605 -2.267 -5.136
C -7.560 3.403 -0.219
O -6.286 1.522 -4.326
H -0.524 -4.419 7.365
C -3.468 3.262 3.622
C 0.326 -2.502 6.744
O 6.710 0.830 0.972
O 3.120 -4.645 -1.149
C -1.614 -5.849 -1.227
H -1.821 1.203 -2.544
O 2.936 -1.311 -2.529
H -4.133 -1.058 7.102
H 6.337 3.661 2.585
C 3.227 3.255 -2.998
C -0.661 5.094 1.151
C -2.551 2.933 -3.037
H -1.317 1.083 -0.380
H 4.430 -2.749 -2.727
H 3.382 4.108 4.862
H 2.032 2.115 6.012
H 4.526 -2.101 -7.090
C -5.391 0.392 -4.061
C 6.913 1.374 -1.317
H -4.337 1.111 -1.885
H 3.068 1.010 7.152
H -4.582 4.620 -1.903
O -1.474 -0.855 -7.662
H 1.214 -2.897 7.239
C -0.747 0.193 -0.647
H 0.822 -3.327 1.802
C 4.588 2.949 3.328
C -0.055 -3.953 1.962
O 4.645 3.076 -2.704
H 6.660 1.109 -2.343
H 5.123 -3.223 1.531
H 0.161 -4.303 -4.951
H 0.212 -1.439 6.956
H -0.391 1.324 -8.489
H 0.000 3.662 0.055
H -2.843 -0.183 5.425
C -2.256 -2.521 -3.666
H 7.893 0.996 -1.025
H 3.796 6.172 0.238
C 4.414 -1.153 -6.563
H 2.538 -1.097 -3.376
H 0.909 0.959 0.451
H 3.763 2.442 2.827
H -2.310 -1.316 -7.563
H -2.129 1.714 4.163
O -1.903 -3.337 6.337
H 4.133 -5.352 2.353
C -2.115 2.537 3.448
O -7.871 2.577 -1.329
H -4.800 -1.064 5.353
C 3.789 -2.158 4.211
H -7.025 2.251 -1.645
H 4.637 5.779 -1.288
H -0.107 -2.162 -3.634
O -2.658 1.503 -2.906
H 0.550 -4.147 3.719


Below is a structure of composition C39H22Cl10F5N2O2PTeTi, with properties calculated with ωB97M-V/def2-TZVPD.

The total energy comes out at -226392.343 eV. The total charge is -2. For the energy relative to the best compared isomer or geometry (same formula, charge and spin), the calculation gives 0.854 eV. The value obtained for the lowest unoccupied orbital energy is 3.7 eV. The calculation puts the HOMO energy at -3.22 eV. As for the largest force on an atom: 1.77 eV/Å. Its spin multiplicity is 1. The HOMO-LUMO gap is 6.89 eV. Its molar mass is 1206.6 g/mol.

Positions of all 83 atoms, in Å:
H -7.511 1.714 -0.758
H -3.349 0.938 -4.677
C 4.619 -2.669 0.824
C 0.068 1.292 -3.265
N -2.434 1.348 0.277
C 2.804 0.147 -0.855
F -1.779 -3.299 2.458
Cl 3.808 3.005 4.955
C -4.696 0.158 0.382
C 0.630 4.051 0.948
C -5.547 0.906 -0.439
C -6.565 -0.106 1.928
H 2.424 1.900 -2.021
C 0.110 -0.184 -5.165
F 0.900 -3.118 3.289
H 7.291 -0.999 -0.443
C 4.529 1.550 -1.914
C 2.464 1.406 3.235
H -2.984 1.420 -2.293
C -3.120 0.394 -2.616
H 2.596 -2.118 0.620
C 3.618 -1.853 0.379
Cl -1.214 1.211 5.819
C 5.233 -0.396 -0.689
C -3.368 -2.227 -3.482
Cl 1.264 2.866 6.772
N -0.106 1.870 0.282
H 6.759 -3.002 0.889
F -0.174 -5.214 2.406
H -3.072 -2.766 -1.424
F 1.593 -4.364 0.851
H -3.296 1.816 0.501
C 6.261 -1.247 -0.208
P -2.817 -0.428 0.128
C 0.420 0.290 -2.380
Te -0.039 -3.527 1.593
F -1.005 -4.402 0.138
H -3.577 -1.400 -5.456
O -0.905 -0.719 -0.301
H -0.966 5.394 1.543
H -5.175 1.308 -1.374
C -3.173 -1.953 -2.136
H 1.449 4.734 1.117
C 0.204 1.284 4.834
C -5.241 -0.340 1.571
H -4.606 -0.937 2.217
O 1.397 0.052 1.637
C 3.178 1.230 -1.621
H 4.751 2.429 -2.510
C 0.867 2.785 0.508
Cl -0.498 2.390 -5.703
H -3.431 -3.255 -3.818
C 2.434 2.080 4.451
C 0.234 0.605 3.622
C 3.878 -0.691 -0.392
C 0.462 -1.227 -4.312
C -3.069 -0.636 -1.684
H -2.739 3.747 1.136
Cl 0.691 -2.820 -4.939
C -0.074 1.087 -4.640
H 4.365 -3.554 1.393
C 5.538 0.757 -1.459
Cl 1.128 -2.261 -1.912
C -0.713 4.406 1.176
C -3.450 -1.187 -4.400
H -6.956 -0.509 2.856
H 6.576 0.984 -1.681
Cl -0.191 2.927 -2.677
C 1.367 0.648 2.788
C -7.387 0.633 1.091
C -3.322 0.123 -3.963
H -8.424 0.806 1.356
Cl -0.114 -0.478 -6.856
Cl 3.842 1.499 2.207
C -1.395 2.183 0.488
H 1.875 2.441 0.299
C 0.622 -0.959 -2.961
C 5.964 -2.357 0.531
C 1.304 2.026 5.258
C -6.873 1.142 -0.094
C -1.702 3.499 0.951
Cl -1.103 -0.326 3.094
Ti 0.670 -0.001 -0.180